Entry 1:
Density functional theory data (ωB97M-V/def2-TZVPD) for a cluster of 9 separate species, C7H32NO8 in total at a distorted geometry.

```
! wB97M-V def2-TZVPD RIJCOSX def2/J DEFGRID3
* xyz 1 1
O 3.730 0.313 -1.162
O -1.506 0.630 -4.124
O 1.509 3.196 2.854
O 0.003 2.927 -2.645
O 3.348 2.538 0.507
O 2.636 -3.472 0.034
O 1.286 -3.197 -2.368
O -2.781 -1.877 -1.534
N -0.010 -0.670 -2.076
C -1.682 -0.253 1.879
C -2.181 1.017 2.517
C 0.581 0.243 -1.046
C -1.532 -1.391 2.558
C -1.722 -1.476 4.045
C -0.418 0.728 -0.020
C -1.537 -0.290 0.357
H -1.305 -1.325 0.153
H 0.174 3.006 -1.699
H 2.322 2.775 3.163
H 0.623 -1.434 -2.342
H 2.411 2.541 0.742
H -2.419 0.166 -0.082
H -1.431 1.705 2.909
H -2.954 0.730 3.226
H -3.277 -2.240 -2.278
H -0.910 1.679 -0.259
H 3.596 -3.452 0.115
H -1.224 -2.333 4.484
H 2.275 -4.142 0.621
H 0.120 1.109 0.854
H 1.811 4.088 2.646
H -0.358 3.796 -2.873
H 1.635 -3.182 -1.453
H 3.465 3.321 -0.041
H 1.110 -4.128 -2.533
H -2.691 1.636 1.771
H -1.483 1.161 -4.930
H -2.769 -1.530 4.355
H 1.016 1.101 -1.545
H -1.927 1.234 -3.498
H -1.361 -2.344 2.068
H -3.406 -1.859 -0.797
H 1.374 -0.267 -0.508
H -1.358 -0.546 4.484
H 4.615 0.082 -1.446
H 3.714 0.904 -0.395
H -0.894 -1.089 -1.760
H -0.220 -0.130 -2.927
*
```

Values from the calculation:
HOMO-LUMO gap (eV): 9.01
Energy relative to the best compared isomer or geometry (same formula, charge and spin) (kcal/mol): 39.5
LUMO energy (eV): -2.3585

=====

Entry 2:
Density functional theory data (ωB97M-V/def2-TZVPD) for a structure of composition C36H41MgN7O3PS.

```
! wB97M-V def2-TZVPD RIJCOSX def2/J DEFGRID3
* xyz 1 1
S 1.598 -3.231 0.828
P 1.039 1.081 1.030
Mg -0.820 -0.626 0.482
O 0.099 -1.344 -1.247
O -0.145 1.795 -1.549
O -4.126 -0.240 -0.805
N -2.605 -0.892 1.734
N -1.410 -2.917 0.411
N -0.772 -3.893 -0.282
N 0.089 -1.189 2.740
N -1.974 0.599 -0.801
N 1.392 -2.463 -2.720
N 0.982 -5.223 -0.782
C 2.724 1.392 4.790
C 1.586 0.741 2.757
C 2.477 1.569 3.441
C 2.692 -1.804 -2.459
C -3.534 -3.604 -0.666
C 1.876 -0.434 -4.511
C 4.041 2.306 -1.509
C -0.474 -1.235 -3.598
C -2.688 -2.819 0.286
C -3.127 -0.114 2.684
C 0.567 5.166 1.569
C -3.326 0.634 -1.100
C 0.974 -0.305 3.447
C 2.748 -0.473 -3.236
C 0.300 -1.700 -2.402
C -3.696 1.874 -1.892
C -0.793 5.260 1.830
C 5.076 1.441 -1.185
C -0.987 2.882 1.562
C 2.627 1.267 0.148
C -5.164 -1.338 2.690
C 2.068 0.376 5.478
C -4.625 -2.162 1.719
C 3.671 0.392 0.462
C -1.354 1.613 -1.498
C 2.816 2.210 -0.861
C 4.884 0.474 -0.206
C 1.204 -0.473 4.810
C 0.384 -0.125 -4.271
C -3.347 -1.898 1.261
C 0.561 -4.143 -0.096
C -4.402 -0.292 3.184
C -2.349 2.494 -2.230
C 1.149 3.934 1.300
C -1.571 4.110 1.833
C 0.378 2.776 1.290
H -6.166 -1.513 3.059
H 3.540 -0.351 1.241
H -3.819 -4.576 -0.253
H 2.214 3.886 1.114
H 0.636 -1.864 2.191
H 5.685 -0.210 0.050
H -4.320 2.507 -1.259
H -0.601 -2.068 -4.293
H 2.256 0.369 -5.144
H 4.179 3.054 -2.281
H -1.305 -4.488 -0.896
H -4.295 1.592 -2.755
H 1.181 6.058 1.575
H -2.114 2.471 -3.296
H -0.090 0.122 -5.221
H 2.244 0.236 6.537
H 3.411 2.047 5.309
H 6.030 1.519 -1.692
H -4.782 0.371 3.950
H 1.997 2.857 -1.152
H -3.015 -3.768 -1.612
H -4.435 -3.035 -0.886
H -1.453 -0.852 -3.314
H 0.716 -1.282 5.342
H 1.947 -5.486 -0.675
H 1.351 -2.742 -3.689
H 0.356 -5.869 -1.232
H -5.193 -2.992 1.321
H 3.785 -0.258 -3.497
H 2.418 0.334 -2.580
H -0.448 -1.753 3.388
H -2.222 3.522 -1.893
H -2.485 0.671 3.069
H -1.609 1.995 1.541
H 2.000 -1.349 -5.104
H 3.472 -2.492 -2.777
H -2.632 4.170 2.040
H 2.795 -1.650 -1.388
H 2.964 2.379 2.910
H -1.242 6.224 2.033
H 0.335 0.763 -3.641
*
```

Values from the calculation:
HOMO-LUMO gap (eV): 7.97
Energy relative to the best compared isomer or geometry (same formula, charge and spin) (kcal/mol): 8.2
LUMO energy (eV): -2.7012